The molecule C28H34N4O6. Source: the OMol25 dataset; level of theory: the ωB97M-V functional and the def2-TZVPD basis.

Element x y z (Å)
C 4.20762 1.63017 4.08532
O 3.51586 2.61637 3.35081
C 3.00974 2.27132 2.13928
C 3.30540 1.09508 1.45846
C 2.68574 0.82148 0.25268
C 1.75402 1.69169 -0.28955
C 0.97162 1.32673 -1.52291
N -0.44246 1.10316 -1.21749
C -1.29909 2.12175 -1.39596
O -0.96220 3.22938 -1.78474
C -2.75781 1.91134 -1.09672
C -3.41675 2.81979 -0.26432
N -4.71863 2.75733 -0.05725
C -5.39287 1.81012 -0.69236
C -4.75264 0.90567 -1.52697
N -3.44245 0.95477 -1.72179
C -0.81332 -0.22907 -0.75445
C -0.62855 -1.15676 -1.98275
O 0.36700 -1.82368 -2.18965
N -1.67615 -1.06285 -2.81041
C -1.75470 -1.66111 -4.14455
C -3.11906 -1.28326 -4.71852
C -1.62901 -3.18181 -4.03094
C -0.63395 -1.09589 -5.02136
C -0.06506 -0.57196 0.51899
C 0.73985 -1.68693 0.64873
C 1.44717 -1.91269 1.82632
O 2.29785 -2.96525 2.00296
C 2.49989 -3.85302 0.92808
C 1.32369 -1.01766 2.89406
O 2.06823 -1.12211 4.04886
C 1.86610 -2.29037 4.81919
C 0.46596 0.08817 2.77399
O 0.38724 0.88434 3.87114
C -0.37346 2.06440 3.79085
C -0.22487 0.29923 1.59075
C 1.50998 2.89722 0.36096
C 2.13425 3.18909 1.55426
H 5.16258 1.37567 3.61371
H 4.39915 2.07376 5.06126
H 3.59962 0.72849 4.20353
H 4.00065 0.37979 1.86637
H 2.91754 -0.09843 -0.26287
H 1.37015 0.41413 -1.96861
H 1.00772 2.14186 -2.25113
H -2.87559 3.60667 0.24130
H -6.45999 1.78236 -0.52471
H -5.28402 0.12485 -2.05316
H -1.87950 -0.22133 -0.50673
H -2.41082 -0.39852 -2.57233
H -3.91665 -1.67782 -4.09274
H -3.23080 -1.69504 -5.71774
H -3.22137 -0.20174 -4.77799
H -0.66865 -3.43996 -3.59513
H -1.70403 -3.63765 -5.01424
H -2.41862 -3.57968 -3.39729
H 0.33144 -1.35520 -4.59619
H -0.71103 -0.01216 -5.07980
H -0.69656 -1.50718 -6.02496
H 0.85181 -2.35223 -0.18790
H 1.57767 -4.37862 0.66195
H 3.23703 -4.57322 1.28065
H 2.88918 -3.33663 0.04640
H 2.49599 -2.17511 5.69964
H 0.81944 -2.37706 5.12943
H 2.15863 -3.18920 4.27187
H -1.43879 1.84787 3.65220
H -0.23038 2.56841 4.74518
H -0.02073 2.71090 2.98188
H -0.87309 1.15429 1.48041
H 0.81637 3.60232 -0.07256
H 1.95145 4.12119 2.06731

Results
* lowest unoccupied orbital energy: -0.2 eV
* SMILES string: COc1ccc(CN(C(=O)c2cnccn2)[C@@H](C(=O)NC(C)(C)C)c2cc(OC)c(OC)c(OC)c2)cc1

natural (NBO) charges, unit e, in atom order: atom 1 (C): -0.262, atom 2 (O): -0.498, atom 3 (C): 0.299, atom 4 (C): -0.265, atom 5 (C): -0.185, atom 6 (C): -0.072, atom 7 (C): -0.252, atom 8 (N): -0.404, atom 9 (C): 0.647, atom 10 (O): -0.615, atom 11 (C): 0.083, atom 12 (C): 0.042, atom 13 (N): -0.364, atom 14 (C): -0.001, atom 15 (C): 0.004, atom 16 (N): -0.424, atom 17 (C): -0.170, atom 18 (C): 0.698, atom 19 (O): -0.654, atom 20 (N): -0.654, atom 21 (C): 0.126, atom 22 (C): -0.611, atom 23 (C): -0.619, atom 24 (C): -0.622, atom 25 (C): 0.087, atom 26 (C): -0.349, atom 27 (C): 0.280, atom 28 (O): -0.503, atom 29 (C): -0.249, atom 30 (C): 0.174, atom 31 (O): -0.517, atom 32 (C): -0.244, atom 33 (C): 0.364, atom 34 (O): -0.499, atom 35 (C): -0.254, atom 36 (C): -0.361, atom 37 (C): -0.197, atom 38 (C): -0.270, atom 39 (H): 0.168, atom 40 (H): 0.195, atom 41 (H): 0.205, atom 42 (H): 0.218, atom 43 (H): 0.215, atom 44 (H): 0.228, atom 45 (H): 0.246, atom 46 (H): 0.215, atom 47 (H): 0.206, atom 48 (H): 0.205, atom 49 (H): 0.236, atom 50 (H): 0.439, atom 51 (H): 0.206, atom 52 (H): 0.220, atom 53 (H): 0.212, atom 54 (H): 0.239, atom 55 (H): 0.207, atom 56 (H): 0.206, atom 57 (H): 0.234, atom 58 (H): 0.209, atom 59 (H): 0.208, atom 60 (H): 0.258, atom 61 (H): 0.179, atom 62 (H): 0.198, atom 63 (H): 0.183, atom 64 (H): 0.189, atom 65 (H): 0.171, atom 66 (H): 0.189, atom 67 (H): 0.170, atom 68 (H): 0.201, atom 69 (H): 0.188, atom 70 (H): 0.218, atom 71 (H): 0.230, atom 72 (H): 0.222